This record from the OMol25 dataset describes C6H13DyO3 as an isolated structure. The level of theory is wB97M-V/def2-TZVPD.

Each line ends with the Mulliken charge.
CARTESIAN COORDINATES (ANGSTROEM)
C  -1.97  -2.07  -1.17  -0.610
O  -0.74  -1.45  -0.85  -0.380
C  0.01  -0.89  -1.97  -0.498
C  1.25  -0.26  -1.38  -0.848
O  1.04  1.17  -1.25  -0.294
C  1.53  1.76  -0.08  -0.652
C  0.56  1.73  1.09  -0.396
O  0.43  0.42  1.65  -0.304
C  -0.48  0.37  2.74  -0.725
H  -2.36  -2.53  -0.26  0.306
H  -2.68  -1.33  -1.55  0.277
H  -1.81  -2.85  -1.94  0.312
H  -0.65  -0.17  -2.49  0.395
H  0.26  -1.72  -2.65  0.465
H  2.11  -0.42  -2.05  0.414
H  1.73  2.82  -0.29  0.401
H  2.50  1.30  0.22  0.336
H  -0.43  2.07  0.76  0.363
H  0.93  2.40  1.88  0.458
H  -0.38  -0.61  3.22  0.325
H  -0.23  1.16  3.47  0.325
H  -1.51  0.50  2.38  0.342
Dy  0.90  -1.40  0.54  1.986

Properties
net charge: +2
calculated total energy: -36639.9841 eV
multiplicity: 6
molar mass: 295.667 g mol⁻¹


This record from the OMol25 dataset describes an isolated ion of composition C6H13F2NP and charge +1. The level of theory is wB97M-V/def2-TZVPD.

Each line ends with the Mulliken charge.
CARTESIAN COORDINATES (ANGSTROEM)
C  0.88  0.83  -0.45  -0.353
C  -0.66  0.28  1.37  -0.768
C  0.49  -0.12  -1.51  0.423
C  -1.66  -0.48  0.58  0.251
C  -0.15  0.26  -2.76  -1.275
C  1.73  0.71  1.94  -0.870
N  0.81  0.24  0.95  -0.079
F  1.16  -1.24  -1.49  -0.265
F  -2.60  0.24  0.04  -0.274
P  -1.49  -2.21  0.33  -0.179
H  1.98  1.06  -0.60  0.341
H  0.21  1.65  -0.40  0.323
H  -1.01  1.23  1.51  0.529
H  -0.54  -0.33  2.29  0.460
H  -0.86  1.09  -2.72  0.332
H  -0.75  -0.62  -3.09  0.339
H  0.53  0.49  -3.57  0.379
H  1.78  0.24  2.89  0.384
H  2.73  0.79  1.65  0.351
H  1.35  1.74  2.17  0.388
H  0.89  -0.77  0.88  0.399
H  -2.11  -2.21  -0.89  0.052
H  -2.70  -2.86  0.89  0.110

Properties
net charge: +1
calculated total energy: -22635.4101 eV
multiplicity: 1
molar mass: 168.147 g mol⁻¹


This record from the OMol25 dataset describes a 2-piece molecular cluster, C6H13F2P overall. The level of theory is wB97M-V/def2-TZVPD.

Each line ends with the Mulliken charge.
CARTESIAN COORDINATES (ANGSTROEM)
C  -2.73  0.40  0.40  -1.113
C  0.18  -1.43  -1.05  -1.431
C  -1.68  -0.05  1.39  -0.852
C  -0.24  0.31  0.73  -0.683
C  0.09  0.01  -0.69  -0.237
C  2.31  1.14  -0.69  0.497
F  2.18  2.32  0.00  -0.257
F  2.49  1.46  -1.98  -0.245
P  3.49  -0.03  -0.04  -0.077
H  -2.89  1.52  0.42  0.280
H  -3.77  0.12  0.80  0.318
H  -2.59  0.05  -0.52  0.384
H  -0.69  -1.76  -1.76  0.257
H  0.13  -1.99  -0.20  0.405
H  1.06  -1.63  -1.50  0.485
H  -1.61  0.37  2.30  0.514
H  -1.67  -1.04  1.57  0.403
H  -0.21  1.38  1.07  0.356
H  0.34  -0.21  1.47  0.277
H  -0.13  0.64  -1.44  0.703
H  3.28  -0.82  -1.11  0.005
H  2.65  -0.75  0.82  0.011

Properties
net charge: 0
calculated total energy: -21151.5119 eV
multiplicity: 1
molar mass: 154.140 g mol⁻¹


This record from the OMol25 dataset describes a 2-piece molecular cluster, C6H13FNS2 overall. The level of theory is wB97M-V/def2-TZVPD.

Each line ends with the Mulliken charge.
CARTESIAN COORDINATES (ANGSTROEM)
C  -1.01  1.73  -0.41  -0.444
C  -2.15  1.11  0.31  -0.631
C  -0.83  0.94  -1.74  -0.793
C  -0.64  -1.19  0.01  0.501
C  -0.06  -2.48  0.33  -0.697
C  2.53  1.38  1.46  -0.457
N  0.94  -2.81  -0.76  -0.546
F  1.66  0.34  0.89  -0.198
S  -1.72  -0.56  1.04  0.006
S  -0.15  -0.67  -1.57  0.138
H  -1.35  2.77  -0.73  0.345
H  -0.08  1.72  0.04  0.149
H  -2.52  1.58  1.24  0.430
H  -3.13  0.98  -0.30  0.381
H  -1.75  0.74  -2.13  0.519
H  -0.14  1.43  -2.37  0.439
H  -0.77  -3.26  0.21  0.431
H  0.31  -2.48  1.34  0.346
H  2.13  2.24  0.96  0.186
H  2.37  1.34  2.51  0.233
H  1.79  -2.29  -0.71  0.201
H  3.51  1.18  1.29  0.254
H  1.06  -3.76  -0.89  0.207

Properties
net charge: +1
calculated total energy: -32302.7947 eV
multiplicity: 1
molar mass: 182.309 g mol⁻¹


This record from the OMol25 dataset describes a 2-piece molecular cluster, C6H13FO3Si overall. The level of theory is wB97M-V/def2-TZVPD.

Each line ends with the Mulliken charge.
CARTESIAN COORDINATES (ANGSTROEM)
C  -1.33  0.00  1.11  -0.848
C  -1.23  -0.07  2.64  -0.156
C  -1.10  0.82  -3.07  -0.653
C  2.00  2.02  0.14  -0.536
C  1.82  -2.66  -0.84  -0.623
C  -2.14  -0.19  3.63  -0.184
O  -0.09  0.89  -2.11  -0.194
O  1.91  0.70  -0.50  -0.206
O  0.92  -1.57  -1.34  -0.187
F  -3.51  -0.49  3.51  -0.251
Si  0.53  -0.05  -0.97  0.200
H  -2.07  -0.83  0.81  0.337
H  -1.63  0.95  0.80  0.454
H  -0.23  0.21  2.94  0.250
H  -1.95  1.45  -2.78  0.256
H  -1.34  -0.27  -3.26  0.255
H  -0.73  1.24  -3.97  0.265
H  1.79  2.83  -0.61  0.200
H  2.98  2.02  0.68  0.228
H  1.20  1.93  0.84  0.229
H  1.76  -2.85  0.22  0.293
H  2.92  -2.45  -1.24  0.217
H  1.47  -3.57  -1.26  0.278
H  -1.94  -0.05  4.63  0.378

Properties
net charge: 0
calculated total energy: -23166.1763 eV
multiplicity: 3
molar mass: 180.251 g mol⁻¹


This record from the OMol25 dataset describes C6H13GdO4 as an isolated structure. The level of theory is wB97M-V/def2-TZVPD.

Each line ends with the Mulliken charge.
CARTESIAN COORDINATES (ANGSTROEM)
C  -1.33  0.98  1.80  -0.693
O  -0.15  1.61  1.49  -0.244
C  0.48  2.35  2.53  -0.632
H  -2.21  1.52  1.44  0.397
H  -1.59  -0.80  0.02  0.113
H  -1.17  0.04  2.33  0.438
H  1.31  2.89  2.06  0.204
H  0.90  1.64  3.26  0.332
H  -0.26  3.03  2.98  0.295
O  -0.96  1.23  -1.84  -0.622
C  -1.69  0.08  -2.12  -0.395
C  -1.27  -1.08  -1.21  -0.277
O  0.14  -1.08  -1.36  -0.331
C  0.97  -1.94  -0.58  -0.381
C  2.37  -1.32  -0.66  -0.400
O  2.34  0.05  -0.40  -0.638
Gd  0.80  1.18  -0.95  1.559
H  -1.49  -0.22  -3.17  0.275
H  -2.79  0.21  -1.99  0.320
H  -1.70  -2.05  -1.49  0.413
H  0.94  -2.96  -0.98  0.345
H  0.59  -1.94  0.45  0.296
H  2.77  -1.52  -1.67  0.280
H  3.01  -1.87  0.06  0.344

Properties
net charge: +1
calculated total energy: -35447.6694 eV
multiplicity: 9
molar mass: 306.416 g mol⁻¹


This record from the OMol25 dataset describes C6H13LuO4 as an isolated structure. The level of theory is wB97M-V/def2-TZVPD.

Each line ends with the Mulliken charge.
CARTESIAN COORDINATES (ANGSTROEM)
C  0.25  1.49  -2.79  -0.678
O  1.23  0.68  -2.20  -0.460
H  0.73  2.42  -3.13  0.264
H  -0.22  1.00  -3.66  0.255
H  -0.55  1.73  -2.07  0.280
O  -0.56  0.52  3.03  -0.479
C  0.55  1.01  3.12  0.187
C  1.74  0.33  2.52  -0.299
O  1.43  -0.86  1.93  -0.678
C  0.89  -0.02  -0.86  -0.233
C  -0.18  -1.08  -1.01  -0.443
O  -1.14  -1.00  0.04  -0.075
C  -2.47  -1.25  -0.40  -0.780
Lu  -0.56  -1.70  2.31  0.886
H  0.67  2.05  3.49  0.383
H  2.52  0.30  3.32  0.394
H  2.14  1.06  1.78  0.308
H  1.85  -0.55  -0.71  0.249
H  0.52  0.80  -0.23  0.248
H  0.28  -2.08  -1.01  0.226
H  -0.70  -0.94  -1.97  0.483
H  -3.12  -1.23  0.48  0.308
H  -2.77  -0.46  -1.10  0.281
H  -2.54  -2.23  -0.89  0.375

Properties
net charge: +1
calculated total energy: -48234.2472 eV
multiplicity: 2
molar mass: 324.133 g mol⁻¹


This record from the OMol25 dataset describes one molecule with the formula C6H13N. The level of theory is wB97M-V/def2-TZVPD.

Each line ends with the Mulliken charge.
CARTESIAN COORDINATES (ANGSTROEM)
C  1.23  0.48  2.35  -1.395
C  1.11  0.53  0.82  0.198
C  -0.25  -0.05  0.43  -0.565
C  -0.39  -0.12  -1.12  -0.585
C  -1.87  -2.15  -1.60  -0.686
C  -1.63  -0.84  -1.61  -0.283
N  1.40  1.88  0.37  -0.612
H  2.26  0.80  2.57  0.360
H  0.67  1.28  2.84  0.323
H  1.06  -0.48  2.83  0.350
H  1.90  -0.12  0.43  0.344
H  -0.23  -1.10  0.71  0.324
H  -1.07  0.62  0.71  0.278
H  0.48  -0.68  -1.49  0.310
H  -0.43  0.83  -1.66  0.360
H  -2.48  -2.51  -2.42  0.251
H  -1.46  -2.83  -0.86  0.259
H  -2.30  -0.25  -2.21  0.280
H  1.97  1.95  -0.46  0.257
H  0.55  2.41  0.21  0.230

Properties
net charge: 0
SMILES: C=CCC[C@H](C)N
calculated total energy: -7921.5352 eV
multiplicity: 1
molar mass: 99.177 g mol⁻¹


Copy entry 8 word for word.
This record from the OMol25 dataset describes one molecule with the formula C6H13N. The level of theory is wB97M-V/def2-TZVPD.

Each line ends with the Mulliken charge.
CARTESIAN COORDINATES (ANGSTROEM)
C  1.23  0.48  2.35  -1.395
C  1.11  0.53  0.82  0.198
C  -0.25  -0.05  0.43  -0.565
C  -0.39  -0.12  -1.12  -0.585
C  -1.87  -2.15  -1.60  -0.686
C  -1.63  -0.84  -1.61  -0.283
N  1.40  1.88  0.37  -0.612
H  2.26  0.80  2.57  0.360
H  0.67  1.28  2.84  0.323
H  1.06  -0.48  2.83  0.350
H  1.90  -0.12  0.43  0.344
H  -0.23  -1.10  0.71  0.324
H  -1.07  0.62  0.71  0.278
H  0.48  -0.68  -1.49  0.310
H  -0.43  0.83  -1.66  0.360
H  -2.48  -2.51  -2.42  0.251
H  -1.46  -2.83  -0.86  0.259
H  -2.30  -0.25  -2.21  0.280
H  1.97  1.95  -0.46  0.257
H  0.55  2.41  0.21  0.230

Properties
net charge: 0
SMILES: C=CCC[C@H](C)N
calculated total energy: -7921.5352 eV
multiplicity: 1
molar mass: 99.177 g mol⁻¹


Which of these has the lowest molar mass?
C6H13N